No. 1
Molecular formula: C38H27BaF2N5O2Se2
Method: DFT, ωB97M-V with the def2-TZVPD basis set

Atoms and positions in Å:
1 Ba -0.1773 -0.9935 -0.6127
2 Se -2.0267 -2.8985 -3.6580
3 Se -1.2580 -4.9646 -2.9006
4 F 5.7843 0.3537 -0.3149
5 F 4.2429 -1.9773 3.4054
6 O -1.6645 1.0498 -2.1535
7 O -1.3369 -0.9807 1.5691
8 N -0.8898 1.4809 0.4472
9 N 0.9587 -3.3557 -2.1321
10 N 1.9627 0.2545 -2.0539
11 N -2.8481 -2.3342 -1.0264
12 N -1.0029 1.9481 1.6102
13 C -0.6241 2.4940 -0.5284
14 C -5.0878 -1.9055 -0.3163
15 C -1.5127 1.7765 6.3853
16 C -1.1914 3.8643 5.2684
17 C -3.0628 1.0950 -1.8310
18 C -3.3028 -2.5279 -2.2547
19 C 3.1361 0.5626 -1.4729
20 C 3.4286 -0.1262 -0.1811
21 C -1.1375 3.2353 4.0518
22 C -0.7566 3.1542 -2.8470
23 C -1.6072 -0.3113 5.0729
24 C -1.4626 1.1076 5.1455
25 C -1.3600 -0.2877 2.6444
26 C 4.7197 -0.1847 0.3461
27 C 1.6361 0.7836 -3.2302
28 C 2.3708 -0.7584 0.5158
29 C 2.2548 -3.1579 -1.8437
30 C 3.1853 -4.1788 -1.8070
31 C 0.5788 -4.5827 -2.4281
32 C 2.4395 1.6763 -3.9127
33 C 0.3436 4.5742 -1.2514
34 C -1.5668 -0.9729 3.8964
35 C -3.7295 -2.0391 -0.0669
36 C 3.9704 -1.3720 2.2245
37 C 5.0238 -0.7952 1.5449
38 C 1.4349 -5.6786 -2.4376
39 C -4.6422 -2.4257 -2.6049
40 C -1.3786 3.1365 6.4558
41 C -0.0718 4.3229 -2.5526
42 C 2.6795 -1.3699 1.7346
43 C 3.6300 2.0438 -3.3057
44 C 0.0689 3.6642 -0.2426
45 C 2.7618 -5.4667 -2.1017
46 C -1.2687 1.8310 3.9526
47 C -1.0185 2.2392 -1.8424
48 C -1.2069 1.1226 2.6910
49 C -5.5495 -2.0963 -1.6077
50 C 3.9833 1.4942 -2.0891
51 H -1.0868 4.9415 5.3125
52 H 1.0761 -6.6614 -2.7117
53 H -5.7608 -1.6539 0.4915
54 H -1.6586 1.1882 7.2842
55 H 1.9217 -1.8596 2.3418
56 H -3.4960 0.1558 -2.1669
57 H -1.0848 2.9265 -3.8539
58 H -3.3059 -1.8818 0.9178
59 H 0.3999 3.8324 0.7728
60 H 0.1474 5.0317 -3.3404
61 H 6.0350 -0.8168 1.9229
62 H 2.5398 -2.1392 -1.6129
63 H 4.9029 1.7830 -1.6097
64 H -4.9621 -2.6092 -3.6205
65 H -3.1997 1.2070 -0.7538
66 H -1.6718 -2.0493 3.8461
67 H 0.8941 5.4767 -1.0205
68 H -1.7516 -0.8569 5.9993
69 H 4.2875 2.7632 -3.7780
70 H -0.9960 3.8119 3.1498
71 H 3.4570 -6.2960 -2.0881
72 H 0.6711 0.4886 -3.6345
73 H 4.2110 -3.9578 -1.5482
74 H -1.4158 3.6470 7.4089
75 H -3.5342 1.9276 -2.3561
76 H -6.6024 -2.0023 -1.8401
77 H 2.1307 2.0801 -4.8668

Computed properties:
multiplicity = 1
Kohn-Sham gap = 6.51 eV


No. 2
Molecular formula: C48H62IN2O8Y
Method: DFT, ωB97M-V with the def2-TZVPD basis set

Atoms and positions in Å:
1 I 3.6165 -0.3182 -6.2957
2 Y 1.1487 -0.7196 -3.1959
3 O 4.9352 1.1913 -3.1151
4 O 0.6938 -3.1200 -3.4388
5 O 0.3289 -1.9501 -5.2065
6 O 0.3978 -1.2340 -0.8402
7 O -0.1567 -4.0594 -5.1970
8 O 0.5948 1.4742 -2.5928
9 O -1.1540 -0.6900 -3.1069
10 O 2.8231 -0.1390 -1.7581
11 N 0.2750 -3.0626 -4.6403
12 N 0.3719 2.5340 -4.8057
13 C 0.4228 -2.5528 -0.4279
14 C -1.5648 3.8998 -1.0132
15 C 2.8459 -0.0864 4.7022
16 C -1.1968 5.6821 0.7376
17 C 0.8698 -6.6032 2.4829
18 C -0.0996 -0.3254 0.1668
19 C 0.6680 4.2026 -0.2129
20 C 2.9088 -0.5429 1.8516
21 C -3.8935 -0.0984 -0.0128
22 C -0.0876 6.3217 1.5735
23 C 2.9265 -2.2958 0.0659
24 C 1.7598 2.8185 -4.3938
25 C 1.6104 -3.0587 0.1059
26 C -3.4646 0.9483 -0.8210
27 C 0.5371 -6.6212 0.9847
28 C 0.1949 2.5352 -1.8517
29 C 1.6270 -7.3971 0.2320
30 C -4.1582 -0.3612 2.4624
31 C -1.8648 6.7865 -0.0927
32 C -2.1336 2.0227 -2.6394
33 C -2.5684 0.7871 -1.8711
34 C -6.1082 -0.7755 0.9535
35 C 2.9122 -0.8510 0.4981
36 C 2.5489 2.6648 -0.9832
37 C -0.6698 4.5837 -0.1873
38 C -2.2291 5.0797 1.7022
39 C -3.3717 -1.3570 -0.3140
40 C 1.0920 1.5566 -4.0071
41 C 3.8330 2.1207 4.1500
42 C -1.8706 -2.9414 -1.5173
43 C 2.7113 1.1355 3.7931
44 C 1.6006 -4.3711 0.5602
45 C 1.1207 3.1699 -1.0325
46 C -4.8506 0.0795 1.1637
47 C 2.8300 0.1653 -0.4830
48 C 2.6960 1.7573 1.3412
49 C -2.0229 -0.4926 -2.1652
50 C -0.6936 -3.3551 -0.6473
51 C -2.4582 -1.5659 -1.3307
52 C 2.7153 1.5012 -0.0202
53 C 3.1914 -1.5079 -4.4862
54 C -0.7866 -7.3643 0.8015
55 C -1.1593 2.8667 -1.8452
56 C 1.3542 1.7958 4.0806
57 C -0.6468 -4.6638 -0.1682
58 C 0.4763 -5.1867 0.4583
59 C 2.7902 0.7635 2.3139
60 C -5.2876 1.5347 1.3369
61 H 3.1994 3.4825 -0.6598
62 H -0.6975 -8.3740 1.2108
63 H 0.5399 1.1060 3.8488
64 H -1.5192 -5.2829 -0.3334
65 H -4.8308 -0.2484 3.3195
66 H 1.2778 2.0840 5.1343
67 H 3.6368 -2.8496 0.6866
68 H 1.2123 2.6888 3.4698
69 H -0.1467 0.6570 -0.2908
70 H -3.2660 0.2433 2.6388
71 H 3.8008 -0.5936 4.5485
72 H 4.1567 -1.4400 -3.9735
73 H -1.0992 -0.6276 0.4741
74 H 1.4133 -7.4129 -0.8380
75 H -2.6189 4.1610 -1.0001
76 H -5.9653 1.6170 2.1915
77 H -1.5333 -3.0412 -2.5510
78 H 2.9624 -1.3709 2.5513
79 H 0.9273 -7.6237 2.8737
80 H -0.5135 7.1005 2.2117
81 H 2.5192 -4.7649 0.9834
82 H 1.8252 -6.1124 2.6714
83 H -3.8460 -1.4050 2.4089
84 H -3.8228 1.9557 -0.6335
85 H -6.6291 -0.4677 0.0444
86 H -1.6720 1.7290 -3.5790
87 H 2.5673 2.7403 -5.1144
88 H 0.3251 2.1806 -5.7549
89 H 4.7292 1.0601 -4.0500
90 H -3.0149 2.6315 -2.8646
91 H -1.7745 4.2866 2.2995
92 H -1.0534 -7.4512 -0.2530
93 H 0.1013 -6.0623 3.0390
94 H 0.4001 5.5881 2.2185
95 H -3.0718 4.6459 1.1624
96 H 2.6071 -6.9388 0.3677
97 H -2.6161 5.8478 2.3794
98 H 4.8100 1.6702 3.9628
99 H -2.2577 7.5721 0.5604
100 H 0.6748 6.7815 0.9415
101 H 3.2988 -2.3393 -0.9616
102 H -4.4310 2.1868 1.5205
103 H 2.5813 2.7940 1.6496
104 H -1.6034 -6.8592 1.3208
105 H 1.8308 3.6541 -3.7037
106 H 1.3925 4.6971 0.4229
107 H -2.6571 -3.6852 -1.3594
108 H -3.6538 -2.2176 0.2903
109 H -1.1451 7.2345 -0.7809
110 H 3.1390 -2.5113 -4.9214
111 H -5.8523 -1.8309 0.8489
112 H 2.7917 0.2255 5.7490
113 H 2.0449 -0.8060 4.5229
114 H 0.5797 -0.3065 1.0176
115 H -5.8117 1.9020 0.4519
116 H 3.7765 2.4041 5.2062
117 H 2.8730 2.3603 -1.9759
118 H -6.7945 -0.6725 1.8008
119 H -2.6907 6.3921 -0.6855
120 H 3.7655 3.0295 3.5508
121 H 1.6796 -8.4287 0.5936
122 H 4.2178 0.7043 -2.6618

Computed properties:
total charge = -2
multiplicity = 1
Kohn-Sham gap = 5.99 eV


No. 3
Molecular formula: C2H8O3
Method: DFT, ωB97M-V with the def2-TZVPD basis set

Atoms and positions in Å:
1 O 0.2054 -1.0444 1.2936
2 O 0.8646 -2.1866 0.7693
3 O -1.9142 -0.3771 0.0933
4 C -1.6961 0.8294 -0.2183
5 C 1.1678 0.6147 -0.7497
6 H 1.6084 -2.2948 1.3807
7 H -2.4754 1.3469 -0.8037
8 H 1.2358 -0.4509 -0.9135
9 H -0.8359 -0.9007 0.7168
10 H -0.0571 0.8641 -0.7929
11 H 1.5338 0.9547 0.2068
12 H -1.3196 1.5102 0.5618
13 H 1.6825 1.1345 -1.5442

Computed properties:
multiplicity = 1
Kohn-Sham gap = 7.34 eV


No. 4
Molecular formula: C24H35Cl2GaN3O2PSe2
Method: DFT, ωB97M-V with the def2-TZVPD basis set

Atoms and positions in Å:
1 Se -1.8910 0.0353 0.4970
2 Se 0.1114 -2.4033 1.8974
3 Ga 0.3867 -0.6895 0.2353
4 Cl 2.3765 0.3656 1.5610
5 Cl 3.5618 -2.3325 1.4147
6 P -1.7822 -1.3155 2.2301
7 O 0.7819 1.0310 -0.7388
8 O 1.1075 -1.6518 -1.1776
9 N 0.0826 -1.5661 -3.2078
10 N 0.2413 2.6372 -2.1840
11 N 2.3852 -1.2800 -3.0014
12 C -5.3348 -4.1398 2.5115
13 C 1.1370 2.0204 -1.4348
14 C 3.5418 -0.9882 -2.1597
15 C -4.3379 -2.1510 1.6075
16 C -1.1259 -2.1790 -2.6596
17 C -4.1561 -4.4380 3.1854
18 C 2.5408 2.5471 -1.3881
19 C -2.1481 1.5960 5.0417
20 C -3.1598 -2.4465 2.2879
21 C 3.3815 -0.8995 2.3873
22 C 2.2691 5.0855 -1.6915
23 C -1.2136 -1.0203 4.9011
24 C -1.2094 -0.3481 6.1098
25 C -0.1088 -0.7990 -4.4371
26 C 2.6227 3.9443 -0.7437
27 C -1.6769 0.9596 6.1790
28 C 2.7073 -1.6763 -4.3748
29 C 0.8276 5.0760 -2.1883
30 C -1.6922 -0.3810 3.7550
31 C 0.4747 3.8391 -3.0026
32 C -5.4264 -3.0023 1.7246
33 C -3.0654 -3.5942 3.0778
34 C -2.1582 0.9291 3.8245
35 C 1.1861 -1.4716 -2.4549
36 H 0.1303 5.1605 -1.3501
37 H -0.7080 2.2998 -2.0957
38 H 2.9401 5.0441 -2.5559
39 H 2.8747 -1.1297 3.3174
40 H -1.0248 -0.2149 -4.3355
41 H -6.3436 -2.7774 1.1984
42 H 1.9384 -2.3343 -4.7668
43 H -0.2097 -1.4500 -5.3048
44 H 1.9767 3.9707 0.1393
45 H 2.4726 6.0340 -1.1947
46 H -2.5316 1.4281 2.9403
47 H 2.8261 -0.8148 -5.0304
48 H -0.8651 -2.9145 -1.9036
49 H -1.6732 1.4813 7.1261
50 H 2.9450 2.5858 -2.4045
51 H 4.3465 -0.4284 2.5344
52 H 3.2302 -0.5130 -1.2353
53 H -4.0875 -5.3311 3.7901
54 H 3.6421 4.0813 -0.3840
55 H 4.2050 -0.3189 -2.7059
56 H -2.5120 2.6122 5.0995
57 H 1.2606 3.6184 -3.7288
58 H 0.7194 -0.1155 -4.5938
59 H -1.6457 -2.6810 -3.4737
60 H -0.4439 3.9913 -3.5653
61 H 3.1269 1.8283 -0.8209
62 H -0.8348 -2.0346 4.8554
63 H 0.6606 5.9472 -2.8225
64 H -1.7936 -1.4331 -2.2242
65 H 3.6473 -2.2253 -4.3495
66 H -0.8415 -0.8416 6.9984
67 H -4.4126 -1.2658 0.9885
68 H 4.0805 -1.9064 -1.9220
69 H -2.1473 -3.8429 3.5968
70 H -6.1851 -4.8021 2.5992

Computed properties:
total charge = +2
multiplicity = 1
Kohn-Sham gap = 8.58 eV


No. 5
Molecular formula: C4H8NO4PS2
Method: DFT, ωB97M-V with the def2-TZVPD basis set

Atoms and positions in Å:
1 S -0.1658 2.2556 0.1626
2 S -1.2161 0.7440 -1.9551
3 P 1.4368 0.2440 1.3482
4 O -1.0942 0.8318 -3.3381
5 O -0.7036 2.9999 1.2759
6 O 1.2182 2.5409 -0.0338
7 O -2.4872 0.3658 -1.4437
8 N -0.9995 2.3982 -1.2950
9 C -0.2990 -1.6003 -1.1099
10 C -0.2317 0.4117 0.4251
11 C -0.0355 -0.1669 -0.9779
12 C 0.9759 0.8262 2.7683
13 H -1.1361 0.0989 0.7304
14 H -0.5186 -1.8849 -2.1751
15 H -1.1176 -2.0257 -0.4672
16 H 0.9361 0.1397 -1.2282
17 H 0.5928 -2.2222 -0.8758
18 H -0.0895 1.1939 3.1847
19 H -1.0171 3.2326 -1.8083
20 H 1.7847 0.9553 3.5158

Computed properties:
multiplicity = 1
Kohn-Sham gap = 10.09 eV


No. 6
Molecular formula: C52H43GeIrO2S2
Method: DFT, ωB97M-V with the def2-TZVPD basis set

Atoms and positions in Å:
1 Ir 1.1469 1.8694 1.2403
2 Ge 1.5061 -0.4953 1.6356
3 S 1.6147 0.0781 -1.9145
4 S -1.0401 1.5526 0.5238
5 O 0.9652 1.0344 -0.9478
6 O -1.3557 2.5641 -0.4696
7 C -2.3404 -2.3052 -0.5214
8 C -4.1979 -1.8004 -4.0552
9 C 1.9112 2.5610 -5.7806
10 C 0.0103 -3.2310 5.2249
11 C 0.5444 1.6446 -4.0015
12 C 1.3987 -1.4072 4.4946
13 C 5.9060 -2.2374 1.1769
14 C -3.8995 -1.2393 0.9742
15 C 0.9611 -2.2582 5.5017
16 C 3.3644 -1.1820 1.4834
17 C -3.3345 -1.2671 -3.1233
18 C -3.0715 -0.1250 0.9803
19 C 3.2430 3.0491 0.9886
20 C 1.7066 1.0503 -3.4496
21 C 1.7721 3.5750 2.8688
22 C -3.7951 -4.7269 -0.2863
23 C -2.4347 3.2225 2.2123
24 C 2.9626 1.2031 -4.0493
25 C 0.8665 -1.5280 3.2178
26 C -1.0457 -1.0579 -2.1435
27 C -1.6759 2.0622 2.1102
28 C -1.4648 -2.2605 -4.3105
29 C -0.0793 -2.3692 -4.4917
30 C 0.2874 -0.9557 -2.5474
31 C 1.3803 4.5730 0.6873
32 C -1.3004 1.3434 3.2525
33 C -2.5708 -4.6918 -0.9534
34 C -0.1013 -2.4905 2.9415
35 C 0.7625 -1.6609 -3.6665
36 C -2.4917 2.9438 4.6278
37 C 4.8994 -2.6032 0.2955
38 C -1.6840 -1.0310 -0.7883
39 C -2.3813 -2.8412 -5.2247
40 C 0.6483 2.3814 -5.1457
41 C -3.5059 -2.3794 0.2828
42 C 2.5035 3.9232 0.1736
43 C 3.6186 -2.0872 0.4566
44 C 2.8850 2.8753 2.3447
45 C -1.8449 -3.5088 -1.0558
46 C -2.9485 3.4071 5.9671
47 C 4.3732 -0.8215 2.3693
48 C -1.9530 -1.5357 -3.1838
49 C 2.0235 3.3688 -6.9995
50 C -1.7119 1.7875 4.4952
51 C -2.8440 3.6460 3.4628
52 C -4.2467 -3.5921 0.3519
53 C -0.5384 -3.3344 3.9556
54 C 3.0696 1.9533 -5.1946
55 C 5.6531 -1.3365 2.2022
56 C -1.9479 -0.0165 0.1605
57 C -3.7260 -2.6274 -5.0885
58 C 1.0147 4.4016 2.0262
59 H 2.8294 4.1218 -0.8383
60 H 4.1515 2.5919 0.6181
61 H -4.4212 -3.0654 -5.7917
62 H 1.8311 -1.6589 -3.8622
63 H 0.8241 5.2640 0.0676
64 H -5.1669 -3.6088 0.9235
65 H 2.1452 4.4321 -6.7256
66 H 0.1849 4.9636 2.4347
67 H -3.3485 0.7078 1.6087
68 H -2.3467 2.9835 6.7677
69 H -0.2866 -3.9272 5.9981
70 H 1.1150 3.3219 -7.6022
71 H -1.2980 -4.0751 3.7406
72 H -0.7368 0.4180 3.1681
73 H -0.2327 2.8432 -5.5729
74 H 3.5558 2.3506 3.0119
75 H 6.4448 -1.0426 2.8784
76 H -2.9471 4.4943 6.0399
77 H -2.0022 -3.4417 -6.0421
78 H -4.8123 -1.2408 1.5575
79 H -0.8708 -3.5289 -1.5262
80 H 2.1585 -0.6681 4.7183
81 H -0.5151 -2.5877 1.9427
82 H -5.2544 -1.5758 -3.9846
83 H -4.3643 -5.6455 -0.2410
84 H 4.1827 -0.1433 3.1943
85 H 2.8996 3.1068 -7.5929
86 H 3.8409 0.7354 -3.6205
87 H 0.7716 -1.2923 0.5181
88 H 4.0381 2.0937 -5.6594
89 H 1.3721 -2.1667 6.4982
90 H 1.5674 3.5462 3.9316
91 H -2.1782 -5.5973 -1.3980
92 H 0.3152 -2.9555 -5.3121
93 H -3.4538 4.5374 3.5430
94 H -3.9851 3.1012 6.1383
95 H 6.8854 -2.6886 1.0869
96 H -2.7159 3.7698 1.3200
97 H 5.0993 -3.3009 -0.5074
98 H -0.4169 1.5273 -3.5169
99 H -1.4376 1.2228 5.3774
100 H -3.7134 -0.5904 -2.3676
101 H 2.8250 -2.3986 -0.2155

Computed properties:
<S²> = 6.07
total charge = +4
multiplicity = 5
Kohn-Sham gap (alpha / beta) = 6.09 / 2.94 eV


It is found that the relative energy (zero: lowest compared OMol25 entry of this formula, charge and spin) values, taken in the order of the records, are 62.3 208.5 550.0 59.7 0.0 227.3 kJ/mol.